1.
{"formula": "C4H6N2O", "method": "ωB97M-V/def2-TZVPD", "species": ["N", "C", "C", "C", "C", "O", "N", "H", "H", "H", "H", "H", "H"], "positions_angstrom": [[2.01, -0.73, 0.56], [0.73, -0.30, 0.33], [-0.41, -1.05, 0.10], [-1.45, -0.09, 0.00], [-0.97, 1.29, 0.22], [-1.27, 0.94, -1.40], [0.43, 1.03, 0.35], [2.75, -0.10, 0.29], [2.19, -1.70, 0.36], [-0.46, -2.12, -0.06], [-2.51, -0.35, -0.03], [-2.09, 1.45, -1.50], [1.04, 1.72, 0.77]], "nbo_charge": [-0.790, 0.463, -0.496, 0.020, -0.008, -0.670, -0.624, 0.391, 0.396, 0.224, 0.209, 0.486, 0.399], "charge": 0, "energy_ha": -340.6414, "homo_energy_ha": -0.284, "orbital_gap_ev": 8.5, "e_lumo_ev": 0.81}

***

2.
{"formula": "C12H20Br6F9NP2S", "method": "ωB97M-V/def2-TZVPD", "species": ["N", "P", "C", "C", "C", "F", "F", "C", "F", "F", "C", "F", "F", "C", "F", "F", "F", "P", "S", "H", "H", "H", "H", "H", "H", "H", "H", "Br", "C", "C", "Br", "H", "H", "H", "H", "Br", "C", "C", "Br", "H", "H", "H", "H", "Br", "C", "C", "Br", "H", "H", "H", "H"], "positions_angstrom": [[2.81, -2.11, -0.58], [1.38, -2.81, 0.08], [0.09, -1.48, 0.40], [-0.11, -0.41, -0.71], [-1.43, -0.36, -1.48], [-1.50, 0.94, -1.99], [-1.43, -1.10, -2.58], [-2.75, -0.54, -0.67], [-3.72, 0.10, -1.33], [-2.60, 0.14, 0.47], [-3.17, -2.01, -0.34], [-3.13, -2.13, 1.00], [-2.37, -2.93, -0.86], [-4.64, -2.39, -0.72], [-4.72, -3.71, -0.55], [-4.94, -2.15, -1.97], [-5.50, -1.87, 0.11], [0.71, -4.13, -1.53], [0.89, -3.31, -3.31], [2.99, -1.18, -0.22], [2.82, -2.14, -1.61], [0.49, -0.97, 1.28], [-0.79, -2.03, 0.74], [0.68, -0.54, -1.46], [0.08, 0.59, -0.27], [1.53, -5.30, -1.52], [-0.59, -4.58, -1.21], [2.08, 1.68, -0.03], [0.96, 3.20, -0.48], [1.78, 4.33, -1.05], [2.75, 5.28, 0.34], [0.42, 3.48, 0.42], [0.26, 2.83, -1.22], [1.12, 5.08, -1.51], [2.51, 4.00, -1.78], [5.07, -4.23, 2.19], [6.29, -2.71, 2.25], [5.81, -1.66, 3.22], [4.34, -0.63, 2.48], [6.39, -2.34, 1.24], [7.24, -3.13, 2.58], [6.60, -0.94, 3.42], [5.46, -2.08, 4.16], [-2.60, 3.01, -0.57], [-3.00, 4.49, 0.63], [-4.48, 4.65, 0.84], [-5.34, 5.48, -0.70], [-2.54, 5.38, 0.20], [-2.51, 4.24, 1.57], [-4.68, 5.32, 1.67], [-4.99, 3.70, 1.01]], "nbo_charge": [-1.146, 0.703, -0.721, -0.515, 0.656, -0.354, -0.304, 0.576, -0.298, -0.300, 0.551, -0.299, -0.295, 0.927, -0.317, -0.286, -0.291, 0.497, -0.632, 0.397, 0.402, 0.252, 0.243, 0.253, 0.254, 0.014, 0.008, -0.025, -0.442, -0.449, -0.013, 0.233, 0.246, 0.235, 0.235, -0.005, -0.452, -0.442, -0.024, 0.234, 0.230, 0.229, 0.233, 0.001, -0.461, -0.448, -0.011, 0.229, 0.226, 0.229, 0.232], "charge": 0, "energy_ha": -17947.7728, "smiles": "NP(CCC(F)(F)C(F)(F)C(F)(F)C(F)(F)F)[PH2]=S.BrCCBr.BrCCBr.BrCCBr", "homo_energy_ha": -0.297, "orbital_gap_ev": 8.4, "e_lumo_ev": 0.34}

***

3.
{"formula": "C2H10N2O2", "method": "ωB97M-V/def2-TZVPD", "species": ["N", "C", "O", "H", "H", "H", "H", "H", "N", "C", "O", "H", "H", "H", "H", "H"], "positions_angstrom": [[-1.91, -0.15, 0.96], [-2.00, -0.13, -0.48], [-2.34, 1.17, -0.93], [-0.96, 0.01, 1.26], [-2.41, -0.87, 1.43], [-2.76, -0.84, -0.84], [-1.04, -0.43, -0.90], [-2.37, 1.68, -0.12], [1.28, 0.64, 0.16], [1.76, -0.67, 0.30], [3.16, -0.84, -0.02], [1.04, 0.97, -0.77], [1.77, 1.32, 0.72], [1.24, -1.40, -0.32], [1.70, -0.98, 1.34], [3.30, -0.26, -0.78]], "nbo_charge": [-0.887, 0.092, -0.737, 0.384, 0.378, 0.155, 0.134, 0.476, -0.875, 0.076, -0.739, 0.380, 0.378, 0.162, 0.166, 0.457], "charge": 0, "energy_ha": -342.1656, "smiles": "NCO.NCO", "homo_energy_ha": -0.356, "orbital_gap_ev": 10.5, "e_lumo_ev": 0.82}

***

4.
{"formula": "C2H3O3S", "method": "ωB97M-V/def2-TZVPD", "species": ["C", "C", "O", "O", "O", "S", "H", "H", "H"], "positions_angstrom": [[1.93, 3.96, 0.66], [-0.73, -0.25, 0.01], [1.11, 4.75, 0.59], [2.74, 3.11, 0.70], [0.54, 0.12, 0.36], [-1.02, -0.36, -1.77], [-0.88, -1.22, 0.61], [-1.57, 0.43, 0.26], [0.75, 1.03, 0.02]], "nbo_charge": [1.022, -0.216, -0.509, -0.515, -0.749, -0.751, 0.132, 0.135, 0.451], "charge": -1, "energy_ha": -701.9599, "homo_energy_ha": -0.079, "orbital_gap_ev": 4.8, "e_lumo_ev": 2.67}

***

5.
{"formula": "C5H7Cl", "method": "ωB97M-V/def2-TZVPD", "species": ["C", "C", "C", "C", "C", "Cl", "H", "H", "H", "H", "H", "H", "H"], "positions_angstrom": [[0.68, -2.31, 0.62], [0.29, -1.26, 0.14], [-0.01, 0.03, -0.39], [-1.52, 0.46, -0.39], [0.92, 1.13, 0.34], [2.53, 0.28, 0.30], [0.94, -3.18, 0.99], [0.30, -0.08, -1.49], [-2.08, 0.60, 0.64], [-1.49, 1.36, -1.03], [-2.06, -0.31, -1.00], [0.61, 1.19, 1.40], [0.90, 2.09, -0.13]], "nbo_charge": [-0.214, 0.003, -0.324, -0.609, -0.333, -0.071, 0.212, 0.239, 0.225, 0.212, 0.225, 0.216, 0.220], "charge": 0, "energy_ha": -654.8098, "smiles": "C#C[C@@H](C)CCl", "homo_energy_ha": -0.355, "orbital_gap_ev": 10.6, "e_lumo_ev": 0.93}

***

6.
{"formula": "C2H3BeO3", "method": "ωB97M-V/def2-TZVPD", "species": ["O", "C", "C", "O", "Be", "H", "H", "O", "H"], "positions_angstrom": [[-0.86, -1.69, 0.07], [-0.64, -0.40, -0.20], [0.83, 0.05, -0.17], [-1.65, 0.37, 0.68], [-0.42, 1.19, 1.15], [1.43, -0.79, 0.23], [1.19, 0.22, -1.21], [1.10, 1.14, 0.68], [-0.98, -0.09, -1.23]], "nbo_charge": [-0.871, 0.276, -0.139, -1.127, 1.590, 0.156, 0.134, -1.062, 0.042], "charge": -1, "energy_ha": -318.5105, "homo_energy_ha": -0.101, "orbital_gap_ev": 5.7, "e_lumo_ev": 2.93}

***

7.
{"formula": "C9H14O", "method": "ωB97M-V/def2-TZVPD", "species": ["C", "C", "C", "C", "C", "O", "C", "C", "H", "H", "H", "H", "H", "H", "H", "H", "C", "C", "H", "H", "H", "H", "H", "H"], "positions_angstrom": [[0.01, 1.65, 2.77], [0.08, 0.47, 1.75], [-0.75, -0.54, 1.31], [-0.36, -1.44, 0.35], [0.91, -1.31, -0.18], [1.38, -2.04, -1.33], [1.68, -0.18, -0.01], [1.28, 0.76, 0.90], [-0.97, 1.69, 3.39], [-0.18, 2.51, 2.19], [1.00, 1.57, 3.27], [-1.80, -0.61, 1.73], [-1.07, -1.94, -0.24], [1.17, -3.02, -1.01], [2.29, 0.15, -0.84], [2.00, 1.63, 1.03], [-1.21, 0.79, -2.79], [-2.20, 1.19, -1.70], [-0.32, 0.99, -2.07], [-1.17, -0.13, -3.42], [-1.29, 1.44, -3.65], [-3.20, 0.69, -1.53], [-2.26, 2.27, -1.90], [-1.85, 0.80, -0.72]], "nbo_charge": [-0.637, -0.020, -0.225, -0.297, 0.299, -0.692, -0.275, -0.193, 0.215, 0.223, 0.233, 0.219, 0.226, 0.476, 0.229, 0.219, -0.642, -0.637, 0.223, 0.219, 0.202, 0.202, 0.220, 0.212], "charge": 0, "energy_ha": -426.4508, "smiles": "Cc1ccc(O)cc1.CC", "homo_energy_ha": -0.314, "orbital_gap_ev": 9.4, "e_lumo_ev": 0.89}

***

8.
{"formula": "C4H14N3", "method": "ωB97M-V/def2-TZVPD", "species": ["C", "C", "N", "N", "N", "H", "H", "H", "H", "H", "H", "H", "H", "C", "C", "H", "H", "H", "H", "H", "H"], "positions_angstrom": [[-2.05, 1.28, -0.92], [0.39, 0.94, -1.26], [-0.87, 0.61, -1.47], [0.67, 1.86, -0.33], [1.41, 0.35, -1.87], [-1.04, -0.13, -2.19], [-0.02, 2.16, 0.41], [1.58, 2.22, -0.15], [1.37, -0.52, -2.35], [2.36, 0.66, -1.74], [-1.75, 2.34, -0.69], [-2.32, 0.79, 0.11], [-2.90, 1.29, -1.67], [-0.33, -1.56, 1.84], [1.17, -1.88, 1.71], [-0.95, -2.37, 1.44], [-0.52, -1.35, 2.89], [-0.59, -0.75, 1.22], [1.35, -2.47, 2.61], [1.70, -0.95, 1.55], [1.34, -2.50, 0.87]], "nbo_charge": [-0.443, 0.676, -0.549, -0.780, -0.766, 0.430, 0.439, 0.427, 0.428, 0.424, 0.218, 0.233, 0.261, -0.599, -0.606, 0.212, 0.219, 0.162, 0.227, 0.190, 0.198], "charge": 1, "energy_ha": -324.8369, "homo_energy_ha": -0.549, "orbital_gap_ev": 11.8, "e_lumo_ev": -3.10}

***

9.
{"formula": "C4H5N3", "method": "ωB97M-V/def2-TZVPD", "species": ["C", "N", "C", "C", "N", "C", "N", "H", "H", "H", "H", "H"], "positions_angstrom": [[0.89, -0.51, 1.13], [0.51, 0.52, 0.11], [-0.67, 0.18, -0.72], [-1.82, 0.92, -0.46], [-2.74, 1.59, -0.20], [-0.47, -0.85, -1.64], [-0.23, -1.72, -2.38], [0.07, -0.59, 1.84], [1.82, -0.21, 1.62], [1.02, -1.45, 0.61], [1.32, 0.71, -0.49], [0.30, 1.40, 0.58]], "nbo_charge": [-0.416, -0.464, -0.384, 0.229, -0.370, 0.233, -0.369, 0.233, 0.211, 0.240, 0.419, 0.437], "charge": 0, "energy_ha": -319.6045, "homo_energy_ha": -0.296, "orbital_gap_ev": 7.9, "e_lumo_ev": -0.13}